Here is a structure of composition C51H43Cl2IrN6O2P2 from the OMol25 dataset. Energies are from wB97M-V/def2-TZVPD.

ORCA input file:
```
! RIJCOSX wB97M-V def2-TZVPD def2/J DEFGRID3
* xyz 1 2
Ir 0.17 -0.08 0.12
Cl -1.74 -4.36 -5.21
C -1.68 -3.59 -3.69
C -0.53 -2.96 -3.28
C -0.48 -2.32 -2.03
N 0.58 -1.63 -1.58
C 1.84 -1.86 -2.04
O 2.24 -2.93 -2.45
C 2.68 -0.63 -2.02
C 3.93 -0.69 -2.63
C 4.68 0.46 -2.72
C 4.11 1.64 -2.26
C 2.85 1.60 -1.70
N 2.15 0.49 -1.54
C -1.63 -2.35 -1.18
C -2.80 -2.98 -1.62
C -2.83 -3.59 -2.86
Cl -4.27 -4.33 -3.40
N -1.51 -1.71 0.00
C -2.28 -2.06 1.06
O -2.81 -3.15 1.23
C -2.42 -0.95 2.04
C -3.10 -1.15 3.23
C -3.28 -0.07 4.08
C -2.89 1.18 3.63
C -2.24 1.29 2.41
N -1.94 0.24 1.66
H 0.34 -2.97 -3.92
H 4.27 -1.64 -3.02
H 5.67 0.45 -3.15
H 4.64 2.58 -2.34
H 2.38 2.52 -1.38
H -3.67 -3.01 -0.99
H -3.44 -2.14 3.47
H -3.73 -0.20 5.05
H -3.06 2.07 4.22
H -1.95 2.25 2.03
N -0.52 3.04 -0.43
P 0.48 2.48 0.82
C 2.06 3.40 0.68
C 3.22 2.81 1.18
C 4.40 3.53 1.23
C 4.44 4.84 0.77
C 3.29 5.42 0.26
C 2.10 4.71 0.22
C 0.01 3.50 2.27
C 0.70 3.28 3.45
C 0.47 4.09 4.55
C -0.44 5.12 4.47
C -1.14 5.35 3.29
C -0.92 4.54 2.19
P -1.06 1.84 -1.56
C -2.36 2.78 -2.46
C -2.80 2.23 -3.67
C -3.62 2.95 -4.52
C -4.02 4.23 -4.17
C -3.62 4.77 -2.96
C -2.80 4.05 -2.11
C 0.07 2.00 -3.00
C 0.63 3.22 -3.36
C 1.38 3.32 -4.51
C 1.54 2.22 -5.34
C 0.97 1.01 -5.00
C 0.24 0.90 -3.83
H -0.41 3.99 -0.76
H 3.18 1.79 1.53
H 5.29 3.07 1.62
H 5.35 5.40 0.83
H 3.33 6.44 -0.10
H 1.21 5.20 -0.17
H 1.43 2.48 3.50
H 1.01 3.91 5.47
H -0.62 5.76 5.33
H -1.85 6.15 3.22
H -1.47 4.71 1.28
H -2.47 1.23 -3.95
H -3.93 2.51 -5.46
H -4.64 4.80 -4.85
H -3.95 5.76 -2.68
H -2.51 4.49 -1.17
H 0.47 4.09 -2.74
H 1.81 4.28 -4.78
H 2.11 2.32 -6.25
H 1.10 0.15 -5.64
H -0.22 -0.05 -3.56
C 0.29 -2.88 3.22
N 0.24 -1.84 4.22
C 0.77 -2.24 5.49
C 0.54 -0.49 3.79
C 1.83 -0.47 2.98
C 3.02 -0.44 3.69
C 4.23 -0.66 3.06
C 4.22 -1.00 1.72
C 3.03 -1.00 1.01
C 1.81 -0.66 1.59
H -0.44 -3.65 3.47
H 1.28 -3.35 3.18
H 0.06 -2.47 2.24
H 0.36 -3.21 5.77
H 0.51 -1.51 6.25
H 1.87 -2.34 5.47
H 0.61 0.15 4.67
H -0.27 -0.14 3.15
H 3.01 -0.25 4.76
H 5.16 -0.62 3.61
H 5.14 -1.26 1.21
H 3.07 -1.33 -0.01
*
```

For the calculated total energy, the calculation gives -113073.8784 eV. The relative energy (zero: lowest compared OMol25 entry of this formula, charge and spin) is 88.64 kcal/mol. The frontier orbital gap (alpha / beta) is 4.278 / 4.256 eV. As for the LUMO energy (alpha / beta): -5.50 / -5.39 eV.


Here is a cluster of 5 separate species, C16H38N4O6 in total from the OMol25 dataset. Energies are from wB97M-V/def2-TZVPD.

ORCA input file:
```
! RIJCOSX wB97M-V def2-TZVPD def2/J DEFGRID3
* xyz 0 1
C -22.02 -8.70 4.43
O -20.79 -9.42 4.32
C -19.85 -9.05 3.23
C -18.52 -9.88 3.30
O -17.91 -9.83 4.57
C -16.95 -10.83 4.93
H -22.77 -9.33 3.94
H -22.10 -7.72 3.95
H -22.32 -8.52 5.46
H -19.49 -8.04 3.44
H -20.20 -9.10 2.20
H -17.69 -9.80 2.60
H -18.87 -10.91 3.27
H -16.26 -10.45 5.69
H -16.29 -11.05 4.09
H -17.38 -11.76 5.30
C -18.20 -2.63 4.65
C -18.86 -3.62 5.51
O -19.75 -3.33 6.35
N -18.48 -4.88 5.27
C -19.24 -6.04 5.65
H -17.43 -2.12 5.23
H -18.88 -1.82 4.38
H -17.56 -3.08 3.89
H -17.82 -5.02 4.53
H -19.45 -5.93 6.71
H -18.74 -6.99 5.48
H -20.17 -6.05 5.08
C -15.45 -5.09 -4.04
C -15.13 -3.82 -4.82
O -14.41 -3.78 -5.82
N -15.46 -2.69 -4.24
C -15.09 -1.30 -4.68
H -16.00 -5.88 -4.56
H -16.10 -4.91 -3.19
H -14.57 -5.61 -3.66
H -16.08 -2.58 -3.45
H -14.36 -0.91 -3.97
H -15.99 -0.69 -4.75
H -14.69 -1.36 -5.69
C -15.85 -7.39 3.16
C -16.09 -6.09 2.39
O -16.57 -5.04 2.89
N -15.72 -6.22 1.09
C -15.93 -5.29 -0.01
H -15.54 -8.16 2.46
H -16.78 -7.70 3.63
H -14.96 -7.25 3.79
H -15.30 -7.12 0.88
H -15.96 -4.25 0.31
H -16.88 -5.47 -0.51
H -15.03 -5.39 -0.62
C -14.04 -9.23 7.53
C -13.24 -8.45 6.46
O -12.30 -9.04 5.94
N -13.47 -7.18 6.20
C -14.70 -6.35 6.50
H -14.51 -8.59 8.28
H -13.35 -9.79 8.16
H -14.69 -10.04 7.21
H -12.85 -6.72 5.55
H -15.14 -6.03 5.55
H -14.35 -5.54 7.14
H -15.44 -6.80 7.15
*
```

For the calculated total energy, the calculation gives -35451.9699 eV. The SMILES is CNC(C)=O.CNC(C)=O.CNC(C)=O.CNC(C)=O.COCCOC. The frontier orbital gap is 9.155 eV. As for the LUMO energy: 0.09 eV.


Here is a cluster of 3 separate species, C13H20BBrO3 in total from the OMol25 dataset. Energies are from wB97M-V/def2-TZVPD.

ORCA input file:
```
! RIJCOSX wB97M-V def2-TZVPD def2/J DEFGRID3
* xyz 0 1
Br -1.72 -0.76 1.84
B -1.33 -2.49 1.06
C 0.11 -2.76 0.44
O 0.70 -3.90 1.13
C 1.72 -3.44 1.96
C 3.00 -3.66 1.54
C 4.05 -3.20 2.30
C 3.78 -2.53 3.46
C 2.49 -2.33 3.90
C 1.44 -2.79 3.14
H -2.12 -3.37 1.04
H 0.76 -1.89 0.49
H -0.03 -2.98 -0.63
H 3.18 -4.18 0.60
H 5.08 -3.36 1.99
H 4.59 -2.13 4.06
H 2.27 -1.80 4.82
H 0.39 -2.67 3.41
C -2.40 -0.88 -1.70
C -1.41 -0.19 -2.62
O -0.28 -0.60 -2.74
C -1.91 1.01 -3.37
H -1.91 -1.72 -1.22
H -2.73 -0.18 -0.93
H -3.25 -1.24 -2.27
H -2.22 1.78 -2.67
H -2.75 0.73 -4.02
H -1.10 1.40 -3.99
C -1.87 5.80 -1.22
C -1.14 4.48 -1.19
O -1.72 3.43 -1.37
C 0.35 4.51 -0.94
H -2.92 5.62 -1.41
H -1.76 6.30 -0.25
H -1.46 6.43 -2.01
H 0.55 4.96 0.04
H 0.85 5.09 -1.71
H 0.74 3.50 -0.95
*
```

For the calculated total energy, the calculation gives -90666.3383 eV. The SMILES is BrBCOc1ccccc1.CC(C)=O.CC(C)=O. The frontier orbital gap is 9.315 eV. As for the LUMO energy: 0.23 eV.


calculated total energy of number 1 (C51H43Cl2IrN6O2P2)?
-113073.8784 eV